Entry 1:
Here is 11 unconnected molecules or ions with the total composition C32H93N15O11 from the Open Molecules 2025 dataset. Energies are from ωB97M-V with the def2-TZVPD basis set.

CARTESIAN COORDINATES (ANGSTROEM)
C -27.5123 7.8551 1.5115
O -26.6205 6.7622 1.5049
C -25.3470 7.1287 1.9349
C -24.3526 6.0077 1.6896
C -24.6022 4.7616 2.5253
N -22.9750 6.4270 1.9971
H -28.5150 7.5184 1.2438
H -27.2458 8.5661 0.7170
H -27.5595 8.3133 2.5020
H -24.9995 7.9826 1.3160
H -25.2239 7.4954 2.9659
H -24.3889 5.6883 0.6424
H -25.4296 4.1819 2.1025
H -24.8087 4.8727 3.5936
H -23.7590 4.0613 2.5224
H -22.7178 7.3281 1.6026
H -22.8527 6.5441 2.9970
C -20.4905 3.5987 3.4529
O -19.1145 3.6574 3.7162
C -18.6567 3.7374 5.0527
C -17.1959 3.3376 5.1437
C -16.8057 1.8680 4.8848
N -16.7454 3.7398 6.4867
H -20.9379 2.6686 3.8269
H -20.6237 3.5958 2.3718
H -21.0277 4.4646 3.8597
H -18.7077 4.7832 5.3767
H -19.2658 3.1016 5.7107
H -16.6523 3.9275 4.3983
H -15.7087 1.8517 4.8830
H -17.1916 1.4287 3.9653
H -16.9927 1.1732 5.7116
H -17.0180 3.0188 7.1611
H -15.7398 3.5686 6.5647
C -22.1235 6.2161 -3.4700
O -23.2080 7.0881 -3.2288
C -24.3746 6.5813 -3.7919
C -25.6168 7.2825 -3.2608
C -25.9747 6.7199 -1.8890
N -26.7654 7.0575 -4.1461
H -21.1212 6.6388 -3.3455
H -22.0996 5.8488 -4.5037
H -22.1611 5.4058 -2.7374
H -24.3709 6.6255 -4.8966
H -24.5099 5.4976 -3.6203
H -25.4376 8.3584 -3.2010
H -26.4893 5.7636 -1.9620
H -26.6823 7.3772 -1.3648
H -25.1229 6.7544 -1.2049
H -27.0778 6.0900 -4.0778
H -26.4365 7.0817 -5.1125
C -27.9791 -2.2694 2.3184
O -27.3715 -1.3791 1.4228
C -26.1636 -0.8282 1.9138
C -26.0356 0.4396 1.0710
C -24.7013 1.1868 1.1200
N -27.1031 1.3816 1.4434
H -28.4445 -1.7371 3.1570
H -27.3129 -3.0451 2.7186
H -28.7598 -2.8347 1.8043
H -26.2029 -0.5436 2.9757
H -25.2958 -1.4908 1.8132
H -26.1630 0.1386 0.0303
H -24.8024 2.0926 0.5186
H -24.0398 0.5326 0.5394
H -24.2280 1.4160 2.0731
H -28.0118 0.9473 1.3045
H -27.0651 1.5068 2.4538
C -26.2753 1.3933 -3.9748
O -25.4590 2.5006 -3.6826
C -24.5861 2.2247 -2.5960
C -23.2482 1.7034 -3.1355
C -22.4498 0.8171 -2.1862
N -22.3681 2.7730 -3.5744
H -25.6644 0.5137 -4.2278
H -26.8470 1.6045 -4.8778
H -26.9348 1.1292 -3.1440
H -24.3611 3.1996 -2.1455
H -25.0636 1.6404 -1.8025
H -23.4779 1.0679 -4.0001
H -22.5278 1.2102 -1.1582
H -21.3771 0.9226 -2.3407
H -22.8184 -0.2025 -2.0982
H -22.7802 3.6360 -3.8947
H -21.6602 3.0375 -2.8971
C -24.6675 12.1924 -2.8148
O -23.3872 11.7723 -2.4317
C -23.4371 10.4866 -1.8475
C -22.0690 9.9720 -1.4581
C -21.1277 9.7504 -2.6254
N -22.1943 8.7198 -0.6696
H -25.3699 12.2952 -1.9843
H -25.0907 11.4874 -3.5527
H -24.5880 13.1135 -3.3921
H -24.1212 10.4959 -0.9861
H -23.8628 9.7759 -2.5808
H -21.5726 10.6974 -0.8019
H -20.1187 9.5977 -2.2528
H -21.1824 10.6021 -3.3106
H -21.4499 8.9282 -3.2728
H -22.7740 8.9078 0.1490
H -22.8127 8.1342 -1.2432
C -19.3601 -0.5979 4.3400
O -20.3024 -1.5125 3.8411
C -20.0411 -1.8482 2.4712
C -21.1580 -1.2956 1.5818
C -20.9111 0.1679 1.2903
N -22.5208 -1.5415 2.0803
H -18.3393 -0.8968 4.0951
H -19.5585 -0.3529 5.3838
H -19.4696 0.4069 3.8853
H -19.1048 -1.4654 2.0598
H -20.0333 -2.9420 2.4654
H -21.0867 -1.8320 0.6288
H -21.5767 0.5774 0.5369
H -19.8891 0.2398 0.8934
H -20.8946 0.8417 2.1485
H -22.6820 -2.5323 1.9121
H -22.5306 -1.4408 3.0922
N -16.3358 1.7624 1.3864
C -17.2658 2.0956 0.4261
N -18.0392 3.1829 0.7084
O -17.3965 1.4017 -0.5723
H -16.2002 2.2932 2.2250
H -15.7259 0.9958 1.1777
H -18.8500 3.3597 0.1315
H -18.0482 3.4900 1.6700
N -18.3853 5.2598 -2.7704
C -17.9949 6.4102 -2.1598
N -17.3023 7.3104 -2.9371
O -18.2564 6.6234 -0.9724
H -18.1833 5.1730 -3.7479
H -18.9670 4.6399 -2.1931
H -17.2956 8.2810 -2.6901
H -16.7333 7.0155 -3.7081
N -18.7811 8.3066 1.2095
C -19.2329 7.6349 2.3074
N -18.6083 6.4239 2.5703
O -20.1261 8.0579 3.0424
H -19.3933 9.0738 0.9793
H -18.3862 7.7899 0.4254
H -19.1097 5.9207 3.2782
H -18.1979 5.9751 1.7675
N -21.1627 5.7364 -0.1628
C -21.2136 4.4177 -0.4504
N -22.2355 3.7505 0.1788
O -20.4433 3.8168 -1.2268
H -20.3672 6.2453 -0.5204
H -21.7538 6.0813 0.5972
H -22.3034 2.7856 -0.0983
H -23.0160 4.1542 0.6604

As for the maximum force: 1.76 eV/A. The LUMO energy is 0.02261 hartree. The total energy comes out at -79567.423 eV. As for the HOMO energy: -8.565 eV. The calculation puts the molar mass at 864.19 g/mol. The SMILES is COC[C@H](C)N.COC[C@H](C)N.COC[C@H](C)N.COC[C@H](C)N.COC[C@H](C)N.COC[C@H](C)N.COC[C@H](C)N.NC(N)=O.NC(N)=O.NC(N)=O.NC(N)=O. The gap between HOMO and LUMO is 9.18 eV. As for the energy relative to the best compared isomer or geometry (same formula, charge and spin): 21.9 kcal/mol.

Entry 2:
Here is a molecular structure, C32H34N5O5Ru from the Open Molecules 2025 dataset. Energies are from ωB97M-V with the def2-TZVPD basis set.

CARTESIAN COORDINATES (ANGSTROEM)
Ru 0.6234 -0.1801 0.9069
O 3.7729 2.8580 0.9451
C 2.8732 1.9209 1.1223
O 1.9193 1.7673 0.3842
C 3.0956 1.0799 2.3204
C 4.1721 1.2471 3.1764
C 4.2700 0.4251 4.2871
C 3.2852 -0.5256 4.5005
C 2.2360 -0.6306 3.5983
N 2.1510 0.1624 2.5263
C 1.1143 -1.6045 3.6675
O 1.0358 -2.4908 4.6317
O 0.2488 -1.5915 2.8173
H 3.5773 3.3752 0.1484
H 4.9080 2.0084 2.9586
H 5.0987 0.5237 4.9747
H 3.3514 -1.1766 5.3625
H 1.7217 -2.4062 5.3066
C -1.5435 1.6296 -3.8273
C -3.0204 1.5641 -3.5430
C -3.9263 1.4963 -4.5994
C -5.2941 1.5078 -4.3880
C -5.7969 1.5979 -3.0972
C -4.9221 1.6507 -2.0290
C -3.5473 1.6180 -2.2450
N -2.6898 1.6969 -1.1033
C -1.8028 0.7574 -0.7273
N -1.8538 -0.4033 -1.3925
C -1.1895 -1.6023 -1.1255
C -0.1624 -1.7077 -0.1906
C 0.3940 -2.9544 0.0632
C -0.0537 -4.0798 -0.6035
C -1.0507 -3.9564 -1.5613
C -1.6272 -2.7295 -1.8433
C -2.7105 -2.6114 -2.8823
N -0.9732 0.9583 0.2817
C -0.8911 2.2408 0.8958
C -0.3966 3.3274 0.1644
C -0.3145 4.5800 0.7395
C -0.7257 4.7621 2.0533
C -1.2194 3.6893 2.7775
C -1.3198 2.4165 2.2238
C -1.9593 1.2940 2.9961
H -1.3707 2.1390 -4.7737
H -1.1007 0.6339 -3.9092
H -1.0025 2.1706 -3.0506
H -3.5435 1.4637 -5.6123
H -5.9691 1.4682 -5.2322
H -6.8643 1.6218 -2.9264
H -5.2970 1.7107 -1.0142
H -2.8016 2.4883 -0.4896
H -2.5989 -0.4571 -2.0725
H 1.1783 -3.0569 0.8043
H 0.3714 -5.0495 -0.3805
H -1.3965 -4.8347 -2.0908
H -2.8532 -3.5684 -3.3783
H -2.4588 -1.8792 -3.6545
H -3.6715 -2.3315 -2.4400
H -0.0538 3.1620 -0.8496
H 0.0676 5.4152 0.1671
H -0.6769 5.7432 2.5063
H -1.5628 3.8434 3.7935
H -2.0262 1.5430 4.0538
H -1.4091 0.3620 2.8980
H -2.9712 1.1113 2.6290
C 4.4815 -3.6310 -1.5199
N 3.8432 -2.7899 -0.5055
C 3.9498 -3.1985 0.8840
C 3.1873 -1.6979 -0.8610
O 2.6203 -0.9079 -0.0905
H 5.1131 -4.3635 -1.0266
H 5.1038 -3.0328 -2.1833
H 3.7382 -4.1609 -2.1156
H 4.9932 -3.1957 1.2030
H 3.5497 -4.2049 1.0096
H 3.3912 -2.4989 1.5007
H 3.1821 -1.5217 -1.9437

As for the maximum force: 1.21 eV/A. The LUMO energy (spin up / spin down) is -0.24724 / -0.24899 hartree. Its spin multiplicity is 2. The total energy comes out at -53993.386 eV. The net charge is +2. As for the HOMO energy (spin up / spin down): -13.094 / -13.060 eV. The calculation puts the molar mass at 669.72 g/mol. The gap between HOMO and LUMO (spin up / spin down) is 6.37 / 6.28 eV. As for the energy relative to the best compared isomer or geometry (same formula, charge and spin): 28.7 kcal/mol.

Entry 3:
Here is a single C10H8N2 molecule from the Open Molecules 2025 dataset. Energies are from ωB97M-V with the def2-TZVPD basis set.

CARTESIAN COORDINATES (ANGSTROEM)
C 0.5844 1.5492 3.0818
C 0.9635 0.1244 2.9018
C 0.7347 -0.4410 1.6480
C 0.0814 0.2869 0.6302
C -0.1470 -0.3623 -0.7053
N -0.3972 -1.6604 -0.7154
C -0.6091 -2.1989 -1.8475
C -0.6339 -1.4072 -3.0262
C -0.3228 -0.0969 -2.9237
N -0.0829 0.4497 -1.8528
C -0.2072 1.6292 0.8218
C 0.0743 2.2213 2.0532
H 0.7763 1.7903 4.2805
H 1.3397 -0.4767 3.6344
H 0.7591 -1.5883 1.6275
H -0.8738 -3.3937 -1.7040
H -0.5994 -1.8567 -4.1604
H -0.2782 0.4598 -3.7385
H -0.6301 2.3619 -0.0504
H -0.2431 3.3496 2.2827

As for the maximum force: 8.82 eV/A. The LUMO energy is 0.00761 hartree. The total energy comes out at -13477.030 eV. As for the HOMO energy: -8.943 eV. The calculation puts the molar mass at 156.19 g/mol. The SMILES is c1ccc(-c2ncccn2)cc1. The gap between HOMO and LUMO is 9.15 eV. As for the energy relative to the best compared isomer or geometry (same formula, charge and spin): 61.1 kcal/mol.

Entry 4:
Here is a single C8H6N2O2 molecule from the Open Molecules 2025 dataset. Energies are from ωB97M-V with the def2-TZVPD basis set.

CARTESIAN COORDINATES (ANGSTROEM)
O 3.0901 -1.5321 0.2456
C 1.9289 -0.9916 -0.1286
N 0.7398 -1.6429 -0.1491
C -0.4623 -0.8989 -0.0687
N -1.5813 -1.5178 -0.0490
C -2.7153 -0.8396 0.0387
C -2.6477 0.5448 0.0466
C -1.4397 1.2635 0.0589
C -0.2476 0.5583 0.1029
C 0.9279 1.2964 -0.0165
C 2.1006 0.5006 -0.0670
O 3.3037 1.0443 -0.1105
H 0.7758 -2.6099 -0.0800
H -3.5824 -1.3613 0.0972
H -3.6615 1.1090 -0.1944
H -1.4459 2.3096 -0.0832
H 0.9331 2.3592 0.2065
H 3.9838 0.4085 0.1507

As for the maximum force: 6.89 eV/A. The LUMO energy is -0.00640 hartree. The total energy comes out at -15467.553 eV. As for the HOMO energy: -8.263 eV. The calculation puts the molar mass at 162.15 g/mol. The SMILES is O=c1[nH]c2ncccc2cc1O. The gap between HOMO and LUMO is 8.09 eV. As for the energy relative to the best compared isomer or geometry (same formula, charge and spin): 37.8 kcal/mol.